# 1
This record from the Open Molecules 2025 dataset describes a molecular structure, C4H3LuO5. The level of theory is ωB97M-V with the def2-TZVPD basis set.

Output
* E_tot: -48031.88740 eV
* orbital gap: 5.4 eV
* highest occupied orbital energy: -0.658 hartree

Structure (ORCA input):
```
! RIJCOSX wB97M-V def2-TZVPD def2/J DEFGRID3
* xyz 2 1
O 1.344 -1.037 0.092
C -1.069 -1.224 -0.131
O -2.347 1.632 1.037
H -1.404 -1.999 -0.831
O -0.318 1.166 0.129
O -1.995 -0.147 -0.240
C 2.682 0.568 0.371
H -1.014 -1.571 0.908
Lu 1.321 2.603 -0.174
O 3.721 0.218 0.732
C -1.620 1.017 0.303
C 0.292 -0.709 -0.556
H 0.408 -0.519 -1.640
*
```

# 2
This record from the Open Molecules 2025 dataset describes a gas-phase ion, C43H41N4Si (charge +1). The level of theory is ωB97M-V with the def2-TZVPD basis set.

Output
* SMILES: C[Si](C)(C)n1cc[n+](C(c2ccc(N(c3ccccc3)c3ccccc3)cc2)c2ccc(N(c3ccccc3)c3ccccc3)cc2)c1
* E_tot: -59090.41113 eV
* orbital gap: 7.5 eV
* highest occupied orbital energy: -0.356 hartree

Structure (ORCA input):
```
! RIJCOSX wB97M-V def2-TZVPD def2/J DEFGRID3
* xyz 1 1
H 3.217 -5.537 6.385
H -6.664 0.178 -2.305
C 3.261 -3.489 3.677
C -1.705 1.615 -0.973
C -0.123 1.578 0.857
C 3.306 -5.655 1.177
H -6.414 -3.395 -4.507
H -1.881 6.801 -1.169
C 5.263 -5.980 -0.205
H 5.337 -2.926 1.352
C 0.270 6.164 1.395
C 0.747 5.658 0.173
C 1.026 7.116 2.083
C -1.600 7.084 -3.314
C 2.284 7.496 1.596
N -0.107 4.925 -0.690
H -2.375 7.846 -3.392
C 0.482 -3.180 2.278
H 3.722 -7.479 0.120
H 0.349 -3.905 3.089
C -6.652 -2.988 -1.299
H 0.721 5.425 -5.190
H -2.183 -0.412 1.267
H 2.426 5.468 -1.160
H -0.700 5.815 1.760
C 0.855 -1.375 0.156
Si -5.653 -2.108 -2.613
C -0.380 -1.450 0.811
C 2.045 5.960 -0.260
C 3.493 -4.693 5.756
H -1.764 3.453 -2.120
H -6.015 -0.031 -3.970
H -1.035 7.177 -5.402
C 1.911 -2.185 0.571
H -6.251 -3.992 -1.090
H 2.873 -2.141 0.057
H -2.827 -3.127 -3.145
H 0.986 -0.683 -0.685
H 0.800 3.482 1.354
N -2.290 -1.131 -0.634
C -1.367 2.945 -1.237
C 2.891 -4.551 4.507
H -7.525 -0.843 -3.487
C 3.739 -4.355 1.457
C -2.803 -2.421 -2.336
C 4.159 -2.509 4.145
H 4.957 -3.912 7.151
H 0.625 7.571 2.993
C -0.379 5.491 -1.977
C 5.724 -4.702 0.139
C 0.114 2.941 0.698
H 2.157 -5.274 4.145
H -5.034 -4.221 -3.772
H 5.502 -1.944 5.729
C 2.827 6.858 0.470
C -0.860 6.696 -4.437
C -3.585 -0.926 -0.924
H 5.850 -6.613 -0.879
H -2.430 1.127 -1.623
H -6.718 -2.423 -0.357
H -1.627 -2.656 2.089
C -1.767 -2.027 -1.569
N 2.919 -3.541 2.293
C -1.342 6.504 -2.072
H 0.442 1.031 1.614
C 4.069 -6.469 0.344
H 1.127 4.320 -2.978
H 3.849 7.072 0.139
N -3.960 -1.734 -1.924
H -7.673 -3.107 -1.700
H 2.370 -5.995 1.631
C 0.127 5.715 -4.324
C -0.468 3.616 -0.391
H 2.835 8.296 2.097
C 0.364 5.096 -3.095
C -5.420 -3.239 -4.064
C 1.758 -2.973 1.727
C 4.771 -2.675 5.387
C 4.453 -3.774 6.192
H -4.225 -0.192 -0.446
C 4.987 -3.904 1.018
C -6.525 -0.535 -3.134
C -0.603 -2.469 1.751
C -1.518 -0.505 0.401
H -0.737 -2.299 -1.626
C -1.075 0.918 0.055
H 4.388 -1.647 3.512
H 6.658 -4.321 -0.278
H -4.774 -2.821 -4.843
*
```

# 3
This record from the Open Molecules 2025 dataset describes a molecular structure, C4H8Cl2NO2P. The level of theory is ωB97M-V with the def2-TZVPD basis set.

Output
* E_tot: -44197.79047 eV
* energy relative to the best compared isomer or geometry (same formula, charge and spin): 54.99 kJ/mol
* orbital gap: 10.1 eV
* highest occupied orbital energy: -0.358 hartree

Structure (ORCA input):
```
! RIJCOSX wB97M-V def2-TZVPD def2/J DEFGRID3
* xyz 0 1
O -0.084 1.158 1.022
H -1.853 -0.677 2.309
C -0.882 -0.495 -2.667
H -0.832 -1.635 -2.600
P 1.454 1.204 1.302
H -2.004 -0.320 -2.524
H -0.531 -2.036 1.799
C -0.752 -0.913 1.994
N -0.338 -0.622 -0.335
C -0.411 -0.220 0.783
H 0.002 1.131 -1.296
Cl 1.665 1.719 3.156
H 1.098 -0.079 -1.645
Cl 2.141 2.654 0.128
H -0.543 -0.153 -3.693
O 2.023 -0.145 1.084
H -0.206 -0.627 2.751
C 0.054 0.055 -1.568
*
```

Please write out number 1 again, unchanged.
This record from the Open Molecules 2025 dataset describes a molecular structure, C4H3LuO5. The level of theory is ωB97M-V with the def2-TZVPD basis set.

Output
* E_tot: -48031.88740 eV
* orbital gap: 5.4 eV
* highest occupied orbital energy: -0.658 hartree

Structure (ORCA input):
```
! RIJCOSX wB97M-V def2-TZVPD def2/J DEFGRID3
* xyz 2 1
O 1.344 -1.037 0.092
C -1.069 -1.224 -0.131
O -2.347 1.632 1.037
H -1.404 -1.999 -0.831
O -0.318 1.166 0.129
O -1.995 -0.147 -0.240
C 2.682 0.568 0.371
H -1.014 -1.571 0.908
Lu 1.321 2.603 -0.174
O 3.721 0.218 0.732
C -1.620 1.017 0.303
C 0.292 -0.709 -0.556
H 0.408 -0.519 -1.640
*
```

- What is the formula in the third record?
  C4H8Cl2NO2P

- The highest orbital gap belongs to which entry?
  C4H8Cl2NO2P

- What is the E_tot in the third record?
  -44197.79047 eV